Entry 1:
{
  "formula": "C4H10O2",
  "method": "ωB97M-V/def2-TZVPD",
  "species": ["C", "C", "O", "C", "C", "O", "H", "H", "H", "H", "H", "H", "H", "H", "H", "H"],
  "coordinates": [[1.30221, 1.66963, -0.78890], [1.26821, 0.21717, -0.34661], [-0.08376, -0.16256, -0.12204], [-0.23046, -1.46660, 0.40367], [-2.44496, -0.75082, 1.07225], [-2.64123, -0.11637, -0.06223], [0.73521, 1.80893, -1.71444], [2.33402, 1.99234, -0.96872], [0.87283, 2.31553, -0.01664], [1.84660, 0.08874, 0.58180], [1.72138, -0.43336, -1.11108], [0.34598, -1.57771, 1.32960], [0.03224, -2.22252, -0.33987], [-1.71206, -0.17827, 1.69726], [-1.31012, -1.75329, 0.66526], [-1.95456, 0.55706, -0.24389]],
  "mulliken_charge": [-1.1859, -0.2548, -0.2860, -0.6518, -0.5110, -0.2807, 0.2988, 0.3808, 0.2971, 0.3045, 0.2974, 0.4025, 0.3474, 0.1827, 0.2880, 0.3710],
  "homo_lumo_gap_ev": 9.2229,
  "de_lowest_kcal_mol": 107.4,
  "e_homo_ha": -0.30714,
  "lumo_energy_ev": 0.87
}

Entry 2:
{
  "formula": "C4H10O2P",
  "method": "ωB97M-V/def2-TZVPD",
  "species": ["C", "C", "C", "C", "O", "O", "P", "H", "H", "H", "H", "H", "H", "H", "H", "H", "H"],
  "coordinates": [[2.22026, -1.75991, -0.02470], [-1.85503, -0.70837, -0.21469], [0.29759, 1.91900, 0.35264], [-0.48510, -0.90879, -0.84034], [-0.45470, 2.65498, 1.27475], [0.68614, 0.72346, 0.84376], [0.72395, -1.24373, 0.57574], [2.69574, -2.44739, 0.70241], [2.92210, -1.77563, -0.95323], [-2.48421, -0.50628, -1.06499], [-2.30311, -1.56084, 0.33025], [-1.82164, 0.14962, 0.30170], [1.18413, 2.55263, -0.00058], [0.01434, 2.75708, 2.18343], [-0.36815, 1.89401, -0.57768], [-0.42978, 0.06162, -1.44377], [-0.54252, -1.80147, -1.44471]],
  "mulliken_charge": [-0.7238, -1.1310, -0.2188, -0.6563, -0.5430, -0.4891, -0.0401, 0.2072, 0.2076, 0.3671, 0.3629, 0.3119, 0.2073, 0.2929, 0.1229, 0.2378, 0.4845],
  "homo_lumo_gap_ev": 7.0668,
  "de_lowest_kcal_mol": 74.3,
  "e_homo_ha": -0.11331,
  "charge": -1,
  "lumo_energy_ev": 3.98
}

Entry 3:
{
  "formula": "C4H10O2S",
  "method": "ωB97M-V/def2-TZVPD",
  "species": ["O", "C", "C", "C", "C", "S", "H", "H", "H", "H", "H", "H", "H", "H", "O", "H", "H"],
  "coordinates": [[2.75257, -0.97836, -0.78635], [2.53968, -0.14294, 0.15323], [1.19327, 0.01840, 0.79991], [0.17266, -0.75533, 0.08952], [-1.27914, -0.45554, 0.68725], [-2.61167, -0.99146, -0.50265], [3.29868, 0.66581, 0.26446], [1.19129, 1.09968, 0.94571], [1.18765, -0.48471, 1.83818], [0.15780, -0.31994, -1.00436], [0.22640, -1.83966, -0.03873], [-1.39548, 0.61831, 0.86544], [-1.33100, -1.08728, 1.57078], [-2.95378, -2.04744, 0.27400], [-0.76002, 2.34963, -1.96947], [-0.93529, 2.67987, -1.08081], [-1.45362, 1.67098, -2.10611]],
  "mulliken_charge": [-0.5056, -0.0538, -0.4090, -0.3349, -0.8195, -0.2178, 0.3223, 0.3251, 0.2394, 0.2841, 0.3003, 0.2944, 0.4512, 0.1362, -0.6336, 0.3088, 0.3124],
  "homo_lumo_gap_ev": 9.8580,
  "smiles": "O=CCCCS.O",
  "de_lowest_kcal_mol": 48.2,
  "e_homo_ha": -0.34441,
  "lumo_energy_ev": 0.49
}

Please write out number 1 again, unchanged.
{
  "formula": "C4H10O2",
  "method": "ωB97M-V/def2-TZVPD",
  "species": ["C", "C", "O", "C", "C", "O", "H", "H", "H", "H", "H", "H", "H", "H", "H", "H"],
  "coordinates": [[1.30221, 1.66963, -0.78890], [1.26821, 0.21717, -0.34661], [-0.08376, -0.16256, -0.12204], [-0.23046, -1.46660, 0.40367], [-2.44496, -0.75082, 1.07225], [-2.64123, -0.11637, -0.06223], [0.73521, 1.80893, -1.71444], [2.33402, 1.99234, -0.96872], [0.87283, 2.31553, -0.01664], [1.84660, 0.08874, 0.58180], [1.72138, -0.43336, -1.11108], [0.34598, -1.57771, 1.32960], [0.03224, -2.22252, -0.33987], [-1.71206, -0.17827, 1.69726], [-1.31012, -1.75329, 0.66526], [-1.95456, 0.55706, -0.24389]],
  "mulliken_charge": [-1.1859, -0.2548, -0.2860, -0.6518, -0.5110, -0.2807, 0.2988, 0.3808, 0.2971, 0.3045, 0.2974, 0.4025, 0.3474, 0.1827, 0.2880, 0.3710],
  "homo_lumo_gap_ev": 9.2229,
  "de_lowest_kcal_mol": 107.4,
  "e_homo_ha": -0.30714,
  "lumo_energy_ev": 0.87
}